# 1
The following is a DFT calculation (ωB97M-V/def2-TZVPD) of a cluster of 2 separate species, C4H11INOS in total at a distorted geometry.

```
19
Properties=species:S:1:pos:R:3:forces:R:3
C 2.4081 -0.3632 1.9620 0.30 -1.15 -1.35
C 0.1579 0.9246 -0.7279 3.38 1.86 2.93
C 1.4131 0.1266 -0.2345 0.12 -0.63 1.26
C -1.5038 0.5795 0.9549 0.76 0.52 1.95
N -0.9816 0.3447 -0.1690 -2.08 -1.75 -0.82
O 1.3274 0.2723 1.2185 1.46 0.16 -1.33
S -1.7392 -0.6814 -2.9296 0.06 -0.03 -0.08
I -3.6553 -1.9546 -3.1566 -0.50 0.12 0.15
H 2.2285 0.0203 2.9518 0.80 0.26 0.36
H 3.5005 -0.2880 1.5072 -2.36 0.53 1.00
H 2.1976 -1.4581 2.0134 0.16 0.57 -0.14
H 0.2077 1.0571 -1.7674 -0.70 -0.05 -1.42
H 0.2834 1.9271 -0.1911 -0.05 -1.09 -1.08
H 1.3772 -1.0156 -0.3779 0.08 1.71 -0.63
H 2.3425 0.6248 -0.6883 -1.20 -0.90 0.74
H -2.3414 -0.0671 1.2751 0.48 0.64 -0.16
H -1.0044 1.3318 1.6759 -1.09 -1.14 -1.41
H -1.3953 -0.4120 -0.7920 0.05 0.65 0.24
H -4.8231 -0.9688 -2.5244 0.32 -0.26 -0.22
```
Forces are in eV/Å.

Properties
**Total charge**: +1
**Kohn-Sham gap**: 8.225 eV
**Calculated total energy**: -984.5028 Ha
**Spin multiplicity**: 1

# 2
The following is a DFT calculation (ωB97M-V/def2-TZVPD) of the ion C9H23N5 with charge +2 at a distorted geometry.

```
37
Properties=species:S:1:pos:R:3:forces:R:3
C 2.8986 -1.4157 0.2935 0.91 3.46 0.97
C 4.1516 0.6348 0.4432 2.04 3.81 -0.41
C 3.0966 1.7006 0.6707 -1.67 -0.92 -0.05
C 1.0057 0.0666 0.0857 0.55 -0.08 1.63
C -1.7627 1.5829 -0.2083 1.36 0.86 -0.89
C -1.8093 -0.9108 1.6512 -0.07 -2.37 -0.26
C 0.3707 -0.9649 -1.9699 0.08 0.71 -1.13
C -1.3740 0.2290 -0.7764 -2.11 -1.37 4.39
C -2.1947 -0.8902 0.1470 0.06 0.00 0.26
N 3.8360 -0.6576 0.5079 -3.10 -5.78 -0.41
N 2.6389 -2.6828 0.1772 -1.12 -2.31 -0.82
N -0.0190 -0.2152 -0.7614 0.20 0.38 -2.63
N 1.9383 1.4691 -0.3109 1.75 -1.88 -0.31
N -3.7617 -0.7274 0.0814 1.18 -0.12 -1.85
H 4.4960 0.7848 -0.6138 0.53 0.17 0.94
H 4.9739 0.7408 1.1979 -0.36 0.67 -1.01
H 2.5623 1.5598 1.6375 0.77 0.36 -0.37
H 3.5080 2.7192 0.5509 -0.25 -0.58 0.14
H 0.5095 0.4623 0.9896 0.87 -0.06 0.12
H -2.7835 1.8251 -0.4555 -0.32 0.25 -0.81
H -1.0614 2.2470 -0.7591 -0.88 0.36 0.52
H -1.7623 1.8227 0.8370 0.84 -0.41 0.77
H -2.1643 -0.0285 2.1446 -0.04 0.41 0.58
H -0.6951 -1.0525 1.8084 -1.42 0.30 -0.33
H -2.3098 -1.8782 2.1036 0.92 2.03 -0.60
H -0.3580 -0.8863 -2.8770 1.34 0.03 1.80
H 1.4049 -0.6276 -2.2576 -1.11 -0.39 -0.13
H 0.4355 -1.9670 -1.6220 0.14 -1.22 -0.46
H -1.8016 0.2807 -1.7283 -0.19 -0.59 -1.77
H -2.1042 -1.9097 -0.1588 0.64 -0.49 -0.90
H 1.8915 -3.1635 0.7175 0.90 0.85 -0.60
H 2.9195 -3.1625 -0.7035 -0.19 0.52 1.07
H 1.3732 2.2251 -0.2357 -2.57 3.03 0.77
H 2.1607 1.5502 -1.3021 0.74 -0.72 -0.06
H -4.1813 -1.1080 -0.8285 0.67 0.96 1.55
H -3.8593 0.2645 0.1886 -0.86 0.84 -0.40
H -4.2442 -1.1305 0.8608 -0.25 -0.71 0.67
```
Forces are in eV/Å.

Properties
**Total charge**: +2
**Kohn-Sham gap**: 8.516 eV
**Calculated total energy**: -629.7438 Ha
**Spin multiplicity**: 1

# 3
The following is a DFT calculation (ωB97M-V/def2-TZVPD) of a cluster of 2 separate species, C10H9Cl3 in total at a distorted geometry.

```
22
Properties=species:S:1:pos:R:3:forces:R:3
C 1.8130 2.8126 0.0154 -1.40 -2.39 -2.10
C 1.3704 2.2666 -1.1863 -0.30 -1.12 -0.31
C 1.4791 2.1823 1.1856 -0.93 -0.28 0.31
C 0.4604 1.1394 -1.1587 2.25 2.17 0.07
C 0.6164 1.1126 1.2209 -2.53 -2.39 0.14
C 0.0405 0.5716 0.0008 1.83 0.59 2.60
C -0.9454 -1.7385 0.4077 0.04 -0.96 -0.51
C -0.9282 -0.4991 0.0573 -2.43 3.67 -1.07
C -2.0933 -2.6785 0.3274 -0.19 -0.75 -2.88
C -2.7367 0.6105 -0.2347 4.05 -0.84 -0.55
Cl -2.1603 2.2043 -0.6998 -0.39 0.54 0.13
Cl -3.8150 0.0995 -1.4350 -0.93 -1.03 -0.96
Cl -3.3648 0.6161 1.3151 -0.96 -0.07 1.92
H 2.4545 3.6125 -0.0165 1.43 1.82 0.16
H 1.8371 2.6412 -2.1316 -0.97 -0.38 0.77
H 1.8705 2.6596 2.0259 0.39 0.16 1.76
H 0.1011 0.7034 -2.0211 -0.54 -0.55 -2.10
H 0.1387 0.5266 2.1089 1.59 1.68 -1.00
H 0.0286 -2.1188 0.7261 -0.18 -0.22 -0.07
H -2.3291 -2.9534 1.2965 -0.46 -1.41 1.83
H -1.9234 -3.5325 -0.4210 0.44 0.70 1.66
H -3.0295 -2.3428 -0.1185 0.19 1.07 0.20
```
Forces are in eV/Å.

Properties
**Total charge**: 0
**Kohn-Sham gap**: 9.064 eV
**Calculated total energy**: -1766.8921 Ha
**Spin multiplicity**: 1

# 4
The following is a DFT calculation (ωB97M-V/def2-TZVPD) of the ion C7H10NO2 with charge +1 at a distorted geometry.

```
20
Properties=species:S:1:pos:R:3:forces:R:3
C -1.6425 -0.2515 -0.6647 0.11 0.58 -0.92
C -0.9927 0.8353 -1.3156 -2.73 0.02 0.05
C -1.1524 -1.1896 0.3193 1.52 -0.55 -0.14
C 0.3677 1.1807 -1.1828 -0.73 -3.80 3.43
C -0.8120 -0.7971 1.7311 2.90 -0.60 -1.71
C 1.1437 0.0943 -0.1207 -1.54 1.03 2.33
C 0.3766 -1.1946 0.7864 -2.27 2.11 -2.92
N 0.9924 2.2181 -1.6282 -1.96 3.08 -0.68
O 1.5884 1.0474 0.8549 0.27 -0.09 -0.89
O 1.1700 -2.3099 0.6530 0.05 0.32 0.36
H -2.7075 -0.5428 -0.8885 1.05 1.11 -0.33
H -1.6773 1.5481 -1.8707 0.93 -1.12 0.37
H -1.6232 -2.1431 0.4119 -0.51 -0.55 -0.79
H -0.7651 0.2414 1.7485 -0.32 1.73 1.36
H -1.1796 -1.4524 2.4992 0.11 0.22 0.34
H 1.8708 -0.3875 -0.7221 1.18 -0.54 -0.20
H 1.8753 2.4725 -1.2545 1.13 -0.27 0.35
H 0.4555 3.1401 -1.9258 1.09 -2.87 0.38
H 1.9329 0.6541 1.6712 -0.07 -0.29 -0.46
H 0.7790 -3.1634 0.8978 -0.21 0.48 0.07
```
Forces are in eV/Å.

Properties
**Total charge**: +1
**Kohn-Sham gap**: 7.986 eV
**SMILES string**: [NH2+]=C1C=C[C@@H]2C[C@]2(O)[C@@H]1O
**Calculated total energy**: -477.5815 Ha
**Spin multiplicity**: 1

# 5
The following is a DFT calculation (ωB97M-V/def2-TZVPD) of an isolated molecule of C21H15Cl2N5O3S at a distorted geometry.

```
47
Properties=species:S:1:pos:R:3:forces:R:3
O 6.7083 6.3573 -3.6771 -0.68 0.52 1.10
O 0.5042 -1.3394 -3.3635 0.32 0.37 0.17
Cl 4.1193 -0.4934 0.2006 0.02 0.52 -0.42
Cl -1.7520 -3.1576 4.3249 0.12 0.25 -0.68
C 5.2344 4.9501 -2.6658 -1.99 -2.62 0.71
C 4.6641 3.8724 -2.5747 1.36 1.59 -0.10
N 1.8663 -2.2917 2.2345 -0.64 -0.36 -0.50
N 0.7486 -1.9115 2.7471 1.17 0.37 0.15
N 1.6675 -2.8027 0.9777 -0.67 0.31 0.12
O 5.5159 7.1448 -1.9092 0.32 -0.13 -0.16
S -0.5432 -3.3190 -0.6517 0.21 0.23 0.27
C 5.8782 6.2057 -2.7930 1.34 0.15 -1.56
C 1.0699 -1.8041 -2.3854 -0.71 1.19 -1.82
C 0.3636 -2.6765 0.7331 1.58 -0.48 -0.02
C 3.0583 2.1991 -3.3249 0.02 -1.09 0.14
C 4.3990 1.7740 -1.3350 -0.84 -1.51 -0.31
C 2.3911 0.9789 -3.1851 0.31 -0.11 1.06
C -2.1072 -0.8027 1.0166 -0.46 -0.52 0.50
C -3.4721 -0.4350 1.0929 1.26 -0.47 0.26
C -3.6522 -1.7552 3.0785 -0.25 0.40 -0.60
C 3.7324 0.5226 -1.1762 0.04 1.53 -0.71
C -2.3180 -2.1341 3.0245 -0.34 0.34 -0.62
C 4.0794 2.5645 -2.4452 -0.52 0.54 0.35
C 2.6889 0.1329 -2.0842 0.72 0.28 0.67
C -1.5230 -1.6863 1.9410 -1.37 0.47 1.00
C -4.2721 -0.8944 2.1296 0.00 -0.20 0.55
N 2.0576 -1.0756 -1.7192 -0.96 -1.15 -0.69
N -0.1778 -2.1021 1.8258 -1.20 -0.23 -1.32
C 0.6392 -3.2353 -2.0417 1.94 0.03 1.13
C -6.8040 -1.3631 2.8012 0.09 1.14 0.14
C -6.3037 -0.1693 3.6024 1.06 -1.47 1.10
C -5.7172 -0.4291 2.2478 0.85 -0.84 0.61
H 6.1218 7.8806 -2.0889 -0.13 0.20 0.07
H 2.7817 2.8577 -4.1331 0.05 0.05 -0.07
H 5.1333 2.1399 -0.6242 -0.10 -0.33 -0.04
H 1.6017 0.7057 -3.8613 -0.10 -0.11 -0.05
H -1.5015 -0.4201 0.2093 0.08 0.00 -0.08
H -3.8633 0.2159 0.3306 -0.12 0.17 -0.09
H -4.2049 -2.1985 3.8822 -0.43 0.09 0.33
H 2.4385 -1.5020 -0.8964 0.17 -0.32 0.40
H 1.5850 -3.7952 -1.8829 -0.72 -0.12 0.45
H 0.1328 -3.7197 -2.8941 0.07 0.74 0.40
H -7.7792 -1.2444 2.3249 0.28 -0.23 0.26
H -6.5772 -2.3450 3.2155 0.17 0.21 -0.51
H -5.6399 -0.3777 4.4889 -0.85 0.16 -1.05
H -6.9551 0.6518 3.7438 -0.45 0.75 -0.03
H -6.0173 0.3270 1.5392 0.00 -0.31 -0.48
```
Forces are in eV/Å.

Properties
**Total charge**: 0
**Kohn-Sham gap**: 8.762 eV
**SMILES string**: O=C(O)C#Cc1ccc(NC(=O)CSc2nnnn2-c2ccc(C3CC3)cc2Cl)c(Cl)c1
**Calculated total energy**: -2627.2168 Ha
**Spin multiplicity**: 1

# 6
The following is a DFT calculation (ωB97M-V/def2-TZVPD) of an isolated molecule of C3H7N.

```
11
Properties=species:S:1:pos:R:3:forces:R:3
C 0.2172 -0.0198 0.4873 -0.32 0.20 -0.14
C -0.9416 -0.7438 -0.1462 0.12 0.10 0.23
C -0.9102 0.7647 -0.1283 -0.21 -0.06 0.17
H 1.9909 0.8173 0.0022 0.26 0.22 0.04
H 2.0126 -0.8187 0.0099 0.10 0.09 -0.09
H 0.2361 -0.0219 1.5854 0.10 -0.04 -0.38
H -0.7569 -1.1998 -1.1028 0.11 -0.13 -0.13
H -1.6277 -1.2893 0.4929 0.04 0.18 -0.03
H -1.5980 1.2909 0.5319 0.19 -0.10 -0.18
H -0.7084 1.2414 -1.0836 0.01 -0.02 0.23
N 1.4656 -0.0038 -0.2447 -0.39 -0.44 0.29
```
Forces are in eV/Å.

Properties
**Total charge**: 0
**Kohn-Sham gap**: 10.718 eV
**SMILES string**: NC1CC1
**Calculated total energy**: -173.2236 Ha
**Spin multiplicity**: 1

What did the third record say?
The following is a DFT calculation (ωB97M-V/def2-TZVPD) of a cluster of 2 separate species, C10H9Cl3 in total at a distorted geometry.

```
22
Properties=species:S:1:pos:R:3:forces:R:3
C 1.8130 2.8126 0.0154 -1.40 -2.39 -2.10
C 1.3704 2.2666 -1.1863 -0.30 -1.12 -0.31
C 1.4791 2.1823 1.1856 -0.93 -0.28 0.31
C 0.4604 1.1394 -1.1587 2.25 2.17 0.07
C 0.6164 1.1126 1.2209 -2.53 -2.39 0.14
C 0.0405 0.5716 0.0008 1.83 0.59 2.60
C -0.9454 -1.7385 0.4077 0.04 -0.96 -0.51
C -0.9282 -0.4991 0.0573 -2.43 3.67 -1.07
C -2.0933 -2.6785 0.3274 -0.19 -0.75 -2.88
C -2.7367 0.6105 -0.2347 4.05 -0.84 -0.55
Cl -2.1603 2.2043 -0.6998 -0.39 0.54 0.13
Cl -3.8150 0.0995 -1.4350 -0.93 -1.03 -0.96
Cl -3.3648 0.6161 1.3151 -0.96 -0.07 1.92
H 2.4545 3.6125 -0.0165 1.43 1.82 0.16
H 1.8371 2.6412 -2.1316 -0.97 -0.38 0.77
H 1.8705 2.6596 2.0259 0.39 0.16 1.76
H 0.1011 0.7034 -2.0211 -0.54 -0.55 -2.10
H 0.1387 0.5266 2.1089 1.59 1.68 -1.00
H 0.0286 -2.1188 0.7261 -0.18 -0.22 -0.07
H -2.3291 -2.9534 1.2965 -0.46 -1.41 1.83
H -1.9234 -3.5325 -0.4210 0.44 0.70 1.66
H -3.0295 -2.3428 -0.1185 0.19 1.07 0.20
```
Forces are in eV/Å.

Properties
**Total charge**: 0
**Kohn-Sham gap**: 9.064 eV
**Calculated total energy**: -1766.8921 Ha
**Spin multiplicity**: 1

> What is the calculated total energy in the fifth record?

-2627.2168 Ha